[1]
# C35H57F19IN3O14SSi

A 7-piece molecular cluster, C35H57F19IN3O14SSi overall (ωB97M-V with the def2-TZVPD basis set, the OMol25 dataset).

XYZ file:
```
131
Properties=species:S:1:pos:R:3:forces:R:3
C 3.136156 -2.571152 2.622248 0.043 0.222 -0.033
C 2.120505 -1.707803 1.867053 0.391 0.002 0.109
C 2.651994 -1.092696 0.578786 -0.276 -0.100 -0.342
C 1.651171 -1.122204 -0.575346 0.303 0.238 0.454
C 1.294147 -2.516481 -1.032254 0.170 -0.205 -0.081
C 2.523383 -3.398195 -1.270363 -0.399 0.134 0.252
C 2.328079 -4.357241 -2.424979 0.219 0.220 0.395
C 2.494348 -3.653743 -3.769584 -0.766 -0.724 -0.215
C 3.505168 -4.290977 -4.723269 0.320 0.473 0.132
Si 5.326750 -4.054843 -4.356742 -0.205 0.595 0.689
I 6.039210 -4.372253 -2.031837 0.044 -0.175 -0.175
C 6.111697 -2.498350 -5.039091 -0.044 -0.460 0.733
C 5.498451 -1.172208 -4.547966 1.204 0.465 -0.539
N 4.896309 -1.288510 -3.222960 -0.681 -0.065 -0.282
N 6.633799 -0.204051 -4.558782 -0.483 -0.312 0.360
N 4.514549 -0.669642 -5.472042 -0.449 0.103 0.377
S 6.314901 -5.712869 -5.493482 -1.360 0.582 -1.023
O 6.884574 -5.115627 -6.653833 1.102 0.464 -0.221
O 5.339759 -6.713003 -5.765906 -0.306 -0.942 0.630
F 7.451293 -6.356653 -4.641219 0.410 -0.168 0.211
H 4.135976 -2.447235 2.224558 0.291 0.112 -0.072
H 2.899734 -3.624396 2.584123 0.136 -0.078 -0.154
H 3.156388 -2.287917 3.664218 0.105 -0.010 0.380
H 1.233977 -2.299172 1.685481 -0.281 -0.113 -0.161
H 1.805267 -0.899443 2.509763 -0.230 0.199 0.257
H 2.933856 -0.060479 0.733341 0.105 0.366 0.216
H 3.563822 -1.585227 0.269240 0.297 -0.283 -0.090
H 0.769100 -0.572680 -0.257401 -0.333 0.097 -0.068
H 2.087413 -0.562158 -1.393234 0.058 0.132 -0.414
H 0.715018 -2.469151 -1.948376 -0.235 0.126 -0.248
H 0.659264 -2.989911 -0.293975 -0.291 -0.204 0.167
H 2.754024 -3.939890 -0.358884 0.164 -0.112 0.229
H 3.358640 -2.748702 -1.478177 0.497 0.097 -0.142
H 3.019918 -5.181309 -2.330232 0.290 -0.320 -0.075
H 1.334677 -4.781486 -2.321583 -0.239 -0.218 -0.177
H 1.536206 -3.738267 -4.268808 -0.262 0.156 -0.349
H 2.655750 -2.596320 -3.638330 0.303 0.356 0.108
H 3.364071 -3.816756 -5.691632 0.170 0.107 -0.391
H 3.271251 -5.330770 -4.886499 0.040 -0.491 0.111
H 6.148322 -2.555202 -6.116410 -0.057 0.104 -0.410
H 7.148361 -2.528942 -4.724332 0.360 -0.152 0.066
H 4.145274 -0.605833 -3.175039 -0.025 0.024 0.200
H 5.552070 -1.023924 -2.501320 0.144 -0.158 0.060
H 6.257687 0.649366 -4.153951 0.051 0.237 -0.277
H 7.310030 -0.537956 -3.875771 0.197 0.012 -0.117
H 3.568050 -0.777468 -5.135744 -0.044 -0.136 -0.123
H 4.600737 -1.074166 -6.390078 -0.029 0.139 -0.163
C -2.207326 3.772411 -1.151531 0.070 -0.209 0.041
C -1.091610 4.792624 -1.196730 -0.538 0.104 -0.123
O 0.100240 4.242947 -0.602358 0.265 0.138 0.040
C 0.840766 3.456115 -1.366722 -0.436 0.151 -0.069
O 0.637517 3.158033 -2.505979 0.174 -0.044 0.025
C 2.049535 2.961956 -0.556322 0.325 -0.298 0.359
F 1.686946 2.603273 0.686299 0.093 0.082 -0.271
F 2.977150 3.930885 -0.452699 -0.208 -0.207 -0.090
F 2.606918 1.899190 -1.142626 -0.028 0.328 0.026
H -2.354505 3.421208 -0.130294 -0.054 0.059 0.014
H -3.140949 4.201524 -1.514221 0.019 0.063 -0.004
H -1.967891 2.903788 -1.763265 -0.016 0.028 -0.054
H -1.338578 5.667172 -0.599069 0.146 -0.047 0.130
H -0.894961 5.131699 -2.212488 0.201 -0.144 -0.032
C 3.977539 -1.242050 -12.094072 -0.105 -0.135 0.231
C 3.465198 0.149874 -11.794472 0.313 -0.052 -0.452
O 2.433587 0.118027 -10.787598 -0.110 0.103 0.160
C 2.848409 0.075476 -9.530333 0.213 0.046 -0.409
O 3.980984 0.058362 -9.148520 -0.086 -0.063 0.166
C 1.636215 0.087206 -8.585005 -0.375 -0.053 0.305
F 0.674662 -0.749955 -9.007201 0.243 0.177 0.131
F 1.108963 1.321016 -8.512332 0.162 -0.262 -0.035
F 2.008094 -0.284609 -7.356106 -0.110 0.064 -0.223
H 3.154194 -1.898613 -12.375871 -0.004 0.039 -0.090
H 4.697610 -1.210763 -12.910424 0.000 0.035 -0.017
H 4.463802 -1.677400 -11.221805 0.070 0.056 -0.007
H 2.997327 0.582467 -12.675783 -0.179 0.008 0.095
H 4.268453 0.815511 -11.483759 -0.028 -0.024 0.188
C -4.886682 -2.338081 -0.888280 0.174 0.073 0.222
C -5.674706 -1.050734 -0.995294 -0.110 -0.397 -0.388
O -5.535231 -0.256037 0.200174 0.002 0.213 0.103
C -4.448603 0.495893 0.275731 -0.143 -0.286 -0.270
O -3.573580 0.582355 -0.533348 0.070 0.125 0.052
C -4.464065 1.301012 1.583741 0.011 0.297 0.669
F -4.824200 0.540660 2.630586 0.081 0.111 -0.260
F -5.332722 2.325585 1.504624 0.150 -0.234 -0.107
F -3.255149 1.808580 1.841742 -0.178 -0.123 -0.162
H -5.179682 -2.890957 0.004357 -0.083 -0.032 -0.043
H -5.064669 -2.962240 -1.762711 -0.032 0.014 -0.021
H -3.817729 -2.139162 -0.817919 0.005 0.027 -0.084
H -6.738313 -1.259796 -1.082365 -0.036 0.095 0.177
H -5.377777 -0.468902 -1.866068 0.124 0.114 0.095
C -3.576877 3.139825 4.874429 -0.247 -0.182 0.186
C -2.606004 3.536608 5.963501 0.139 0.263 -0.587
O -3.156490 3.263047 7.270625 0.040 -0.151 0.224
C -3.021868 2.016620 7.696932 0.231 0.315 -0.477
O -2.488277 1.117766 7.112695 -0.103 -0.023 0.307
C -3.629204 1.891259 9.102404 -0.160 -0.121 0.348
F -4.809915 2.529114 9.154719 0.154 -0.157 0.133
F -2.810001 2.444382 10.014014 -0.189 -0.087 -0.218
F -3.820005 0.612972 9.435228 0.041 0.316 -0.128
H -4.536468 3.637989 5.018174 0.067 0.118 -0.036
H -3.181903 3.412741 3.897996 0.040 0.037 0.008
H -3.760707 2.065536 4.883493 0.106 -0.030 -0.044
H -2.419410 4.607492 5.935901 -0.138 0.031 0.228
H -1.648326 3.031843 5.852073 -0.039 -0.154 0.124
C -2.261775 -1.895917 5.926802 -0.081 -0.185 -0.299
C -1.014552 -2.452734 6.573805 -0.279 0.394 0.284
O -0.542129 -3.627381 5.878833 0.179 -0.133 -0.080
C 0.199590 -3.412676 4.802307 -0.231 0.302 0.362
O 0.517507 -2.353472 4.347658 -0.009 -0.162 -0.027
C 0.651327 -4.759696 4.212698 0.031 -0.345 -0.185
F -0.360136 -5.642179 4.180469 0.257 0.167 -0.011
F 1.639380 -5.279338 4.962106 -0.199 0.100 -0.159
F 1.107607 -4.598908 2.967879 -0.430 -0.274 0.320
H -3.033256 -2.664397 5.857111 0.013 -0.022 0.092
H -2.646752 -1.059619 6.505336 0.067 -0.042 0.020
H -2.054676 -1.547960 4.914457 0.058 0.073 0.032
H -1.225748 -2.780191 7.589202 0.050 -0.204 -0.053
H -0.223581 -1.706690 6.624743 0.091 -0.053 -0.164
C -6.120212 7.120744 9.122548 -0.076 0.163 -0.257
C -6.414869 5.740281 8.577272 0.256 -0.016 0.555
O -7.217797 5.813109 7.381816 -0.036 -0.037 -0.220
C -6.560463 6.031341 6.253041 0.099 -0.100 0.457
O -5.378868 6.169411 6.126201 -0.024 0.004 -0.179
C -7.547506 6.034633 5.073597 -0.232 0.112 -0.328
F -8.651892 6.738973 5.363993 0.244 -0.179 -0.113
F -7.914966 4.772771 4.785067 0.074 0.255 0.061
F -6.979650 6.566258 3.989151 -0.132 -0.143 0.231
H -7.046832 7.670099 9.290199 -0.016 -0.049 0.086
H -5.579447 7.045927 10.064864 -0.002 -0.042 0.012
H -5.517094 7.698238 8.422538 0.076 -0.049 0.015
H -7.002498 5.168901 9.292079 -0.166 -0.024 -0.149
H -5.501562 5.181624 8.378981 0.005 0.037 -0.180
```
Positions in Å, forces in eV/Å.

The LUMO energy comes out at 0.344 eV. The HOMO-LUMO gap is 9.5 eV. As for the SMILES: CCCCCCCCC[Si@](I)(CC(N)(N)N)S(=O)(=O)F.CCOC(=O)C(F)(F)F.CCOC(=O)C(F)(F)F.CCOC(=O)C(F)(F)F.CCOC(=O)C(F)(F)F.CCOC(=O)C(F)(F)F.CCOC(=O)C(F)(F)F. As for the multiplicity: 1.



[2]
# C35H57F6N2O7PS2

A 5-piece molecular cluster, C35H57F6N2O7PS2 overall (ωB97M-V with the def2-TZVPD basis set, the OMol25 dataset).

XYZ file:
```
110
Properties=species:S:1:pos:R:3:forces:R:3
C -0.519175 0.516975 4.009763 -0.114 0.382 0.088
C -0.655445 -1.008095 3.836889 -0.627 0.840 0.134
O 0.602015 -1.627024 3.623198 -0.503 -0.302 -0.188
C 0.534887 -3.038268 3.848856 0.614 0.216 0.691
C 1.434417 -3.809839 2.884945 -0.158 -0.226 0.856
O 0.816962 -4.253798 1.666585 -0.056 0.525 0.225
C -0.113915 -3.382643 1.140147 0.569 0.032 0.097
C -1.477713 -3.606556 1.346950 -0.042 -0.269 -0.051
C -2.070074 -4.776624 2.130749 0.201 -0.135 0.038
C -1.327191 -6.122949 2.001318 0.177 -0.193 -0.012
C -1.055163 -6.570719 0.554425 -0.051 -0.098 0.757
F 0.057814 -7.416873 0.563145 -0.278 0.027 -0.089
C -2.361277 -2.669663 0.824096 -0.366 -0.439 0.451
C -1.917103 -1.570997 0.130869 -0.194 1.530 -0.736
C -0.569050 -1.343270 -0.097998 1.212 -1.007 0.543
C 0.354279 -2.278177 0.420528 -0.063 0.978 0.160
P 2.169268 -2.017175 0.164806 0.381 -0.827 -1.291
S 2.994568 -3.349236 -1.000118 -0.063 -0.192 0.324
N -0.037719 -0.194424 -0.789685 -1.591 -0.660 -0.496
C 0.142286 -0.398530 -2.220173 0.417 0.201 -0.097
F 1.040465 0.544851 -2.626215 -0.576 0.084 -0.072
F 0.723471 -1.583023 -2.484567 -0.265 0.046 0.515
C -1.123420 -0.323659 -3.117001 0.633 0.191 -1.348
F -1.798061 -1.495751 -3.066068 0.017 0.316 0.404
F -0.673355 -0.219964 -4.412021 -0.085 0.048 0.344
C -0.730967 1.034351 -0.478936 0.871 0.770 -0.067
C 0.064126 2.176376 -0.355913 0.446 -0.043 0.171
C -0.496840 3.392640 -0.025153 -0.089 -1.057 -0.347
C -1.876471 3.459811 0.179878 -0.382 2.603 0.053
C -2.463724 4.827504 0.597037 0.081 -1.372 1.288
C -1.841900 5.189549 1.997505 0.466 -0.112 -0.200
C -0.641842 6.184942 1.902831 0.013 -0.960 0.441
C 0.676024 5.606149 2.493742 -0.035 0.777 -0.774
N 1.795313 6.207335 1.711666 0.965 -1.421 0.248
C 3.052260 5.748874 2.157652 0.861 -0.096 0.942
C 4.268812 5.883804 1.237686 -0.254 0.202 -0.564
O 3.222522 5.279277 3.272540 -0.464 0.401 -0.626
C -2.676655 2.360257 0.041960 0.679 -1.087 -0.264
F -4.004889 2.383908 0.239314 0.126 0.293 -0.005
C -2.098542 1.133725 -0.298414 -0.300 -1.208 0.109
S -3.082120 -0.348838 -0.485257 -0.076 0.143 0.423
H 0.474914 0.902694 3.748871 -0.164 -0.341 -0.016
H -1.247099 1.059287 3.384727 0.226 -0.276 0.073
H -0.730157 0.836997 5.040861 0.210 -0.209 -0.237
H -1.350023 -1.190172 2.998232 0.373 -0.252 0.041
H -1.159535 -1.404164 4.737890 0.346 -0.089 -0.211
H 0.943577 -3.206684 4.865311 -0.141 -0.083 -0.314
H -0.504027 -3.388410 3.879171 0.243 -0.014 -0.299
H 2.335023 -3.201948 2.724587 -0.249 -0.172 -0.208
H 1.772513 -4.712771 3.415509 -0.182 0.086 -0.408
H -3.125090 -4.870811 1.827002 0.346 -0.054 -0.010
H -2.098505 -4.520905 3.203083 -0.026 -0.012 -0.291
H -0.362343 -6.084736 2.523698 -0.248 0.119 -0.274
H -1.893123 -6.919632 2.509561 -0.021 0.342 -0.158
H -1.919550 -7.156213 0.210557 0.303 0.262 -0.326
H -0.810736 -5.735972 -0.115342 -0.172 -0.191 0.108
H -3.421865 -2.835369 1.018008 0.214 0.257 -0.236
H 2.319075 -0.762878 -0.464974 -0.328 -0.019 0.735
H 2.845119 -1.909888 1.395375 -0.524 0.339 -0.005
H -1.760812 0.550654 -2.951995 -0.046 -0.373 0.339
H 1.138809 2.075338 -0.505254 -0.275 0.005 0.026
H 0.147867 4.259924 0.074631 -0.323 -0.024 -0.007
H -2.248819 5.592072 -0.156043 -0.280 -0.135 0.152
H -3.535651 4.652318 0.753421 0.172 0.529 -0.414
H -1.429967 4.257711 2.420561 -0.327 0.206 -0.064
H -2.614761 5.509783 2.708631 0.206 0.239 -0.355
H -0.880353 7.111886 2.435297 0.105 0.011 -0.511
H -0.432613 6.356158 0.835945 -0.254 0.416 0.346
H 0.830896 5.881024 3.540048 -0.121 -0.234 -0.203
H 0.751938 4.514677 2.373700 -0.308 0.200 0.324
H 1.738920 5.886954 0.745209 -0.252 0.638 -0.081
H 4.506471 6.936949 1.028899 -0.212 -0.225 0.114
H 4.117937 5.398531 0.258769 -0.109 0.150 0.296
H 5.143605 5.423463 1.703667 -0.358 0.063 0.088
C -3.952509 -4.134514 -3.453818 -0.012 -0.056 -0.030
C -4.440925 -3.630211 -2.110056 0.375 -0.045 -0.093
O -3.943142 -4.444843 -1.049508 -0.200 -0.108 0.125
H -4.270680 -5.166131 -3.611482 -0.075 0.038 0.010
H -4.338897 -3.518454 -4.267392 0.051 0.001 -0.006
H -2.860645 -4.123784 -3.496197 -0.013 0.116 -0.030
H -5.528984 -3.660777 -2.061687 0.026 -0.054 0.147
H -4.115804 -2.596537 -1.946147 -0.116 0.044 -0.118
H -2.980668 -4.409471 -1.085366 -0.019 -0.009 -0.042
C -6.824021 6.637680 3.079502 0.003 -0.064 -0.053
C -5.521406 6.712337 3.853929 -0.238 0.377 -0.054
O -4.684939 7.748105 3.344023 0.186 -0.193 -0.029
H -6.628495 6.455524 2.021757 0.027 -0.060 0.032
H -7.462258 5.839288 3.461817 -0.028 0.036 -0.008
H -7.368398 7.582673 3.147750 -0.038 -0.039 0.090
H -4.971333 5.775450 3.766581 0.110 0.083 -0.008
H -5.713544 6.902400 4.914899 -0.030 -0.179 0.030
H -5.163801 8.578285 3.429517 0.040 0.002 -0.016
C 5.976061 -2.446584 -3.246197 -0.072 0.082 -0.073
C 7.220165 -3.289042 -3.051244 -0.393 -0.067 0.219
O 7.447752 -3.546319 -1.665452 0.272 0.000 -0.009
H 6.069517 -1.497775 -2.713579 0.055 -0.024 0.012
H 5.804745 -2.241975 -4.303423 0.031 0.003 0.141
H 5.098754 -2.955351 -2.839619 0.032 0.005 -0.044
H 8.099251 -2.773210 -3.436436 0.068 -0.066 0.116
H 7.124048 -4.245806 -3.576392 0.054 0.076 -0.163
H 6.675725 -4.011291 -1.326546 -0.021 0.080 0.009
C 4.289930 -1.463818 -7.712981 -0.005 0.073 0.018
C 5.714123 -1.982363 -7.635983 -0.328 -0.275 0.046
O 5.932734 -2.684559 -6.414814 0.173 0.101 -0.221
H 4.079797 -0.801128 -6.872348 0.051 0.030 -0.031
H 4.121618 -0.917292 -8.642667 -0.035 -0.026 0.005
H 3.574993 -2.288421 -7.658397 0.012 -0.005 -0.098
H 6.423553 -1.156392 -7.669189 0.073 -0.082 0.107
H 5.925660 -2.654233 -8.474470 0.037 0.139 -0.107
H 5.313516 -3.421557 -6.387558 0.023 0.006 0.042
```
Positions in Å, forces in eV/Å.

The LUMO energy comes out at 0.073 eV. The HOMO-LUMO gap is 8.4 eV. As for the SMILES: CCOCCOc1c(CCCF)cc2c(c1[PH2]=S)N(C(F)(F)C(F)F)c1ccc(CCCCNC(C)=O)c(F)c1S2.CCO.CCO.CCO.CCO. As for the multiplicity: 1.



Taking the records one at a time from the top gives HOMO level values of -0.3375, -0.3048 Ha.
Taking the records one at a time from the top gives molecular weight values of 1291.87, 826.94 g/mol.
Taking the records one at a time from the top gives E values of -5468.4786, -3740.8828 Ha.